{"formula": "CHCl2O2S", "method": "ωB97M-V/def2-TZVPD", "species": ["C", "O", "O", "S", "Cl", "Cl", "H"], "positions_angstrom": [[-0.133, -0.215, -0.646], [-0.917, 0.079, 2.065], [0.810, 1.552, 0.945], [0.332, 0.157, 1.288], [-1.054, -1.553, -1.141], [1.511, -0.510, -1.276], [-0.550, 0.491, -1.236]], "mulliken_charge": [-0.19, -0.57, -0.60, 0.50, -0.22, -0.22, 0.32], "e_above_lowest_kcal_mol": 13.5, "energy_ev": -41028.9839, "total_charge": -1, "spin_multiplicity": 1, "e_homo_ev": -3.882}